# 1
C31H25FIrN3Se2 as an isolated structure at a distorted geometry, computed with wB97M-V/def2-TZVPD.

Last column: Mulliken charge in e.
Cartesian coordinates (Å):
Ir  8.295  12.121  9.092  1.694
N  9.772  12.844  10.591  -0.562
C  10.836  13.138  9.658  1.326
C  12.061  12.412  9.749  -1.334
C  13.005  12.722  8.841  -0.741
C  12.822  13.655  7.840  -0.723
C  11.665  14.431  7.811  -0.847
C  10.644  14.135  8.690  0.273
C  9.316  14.857  8.594  1.134
C  9.305  16.236  8.539  -0.434
C  8.070  16.945  8.527  -0.970
C  6.870  16.199  8.502  -0.510
C  6.880  14.760  8.523  -0.298
C  8.110  14.111  8.595  -0.325
H  9.981  12.098  11.237  0.452
H  9.463  13.673  11.121  0.161
H  12.119  11.642  10.464  0.419
H  13.985  12.335  8.723  0.387
H  13.587  13.867  7.077  0.406
H  11.661  15.228  7.097  0.502
H  10.209  16.823  8.724  0.420
H  7.930  18.015  8.524  0.408
H  5.884  16.758  8.442  0.300
H  5.920  14.190  8.656  0.300
F  5.184  6.302  7.622  -0.345
C  5.589  7.611  7.518  0.442
C  5.003  8.558  8.328  -0.898
C  5.468  9.851  8.256  -0.226
C  6.567  10.172  7.469  0.484
C  7.190  11.561  7.437  -1.648
C  7.091  9.185  6.655  -0.286
C  6.671  7.861  6.728  -0.714
H  4.147  8.317  8.919  0.463
H  5.036  10.708  8.814  0.507
H  6.523  12.344  7.016  0.625
H  7.935  11.535  6.687  0.499
H  8.037  9.410  6.137  0.255
H  7.125  7.092  6.124  0.453
Se  9.271  9.208  10.513  0.176
N  9.391  10.250  9.052  -0.761
C  10.449  9.883  8.348  0.690
C  10.905  10.515  7.125  -0.094
C  11.930  9.834  6.499  -0.978
C  12.703  8.724  7.136  -0.607
C  12.286  8.159  8.236  -0.614
C  11.092  8.724  8.865  0.580
N  10.558  8.119  9.994  -0.897
H  10.450  11.388  6.648  0.443
H  12.244  10.261  5.551  0.385
H  13.578  8.205  6.761  0.373
H  12.599  7.242  8.745  0.435
Se  6.722  11.765  10.954  -0.285
C  7.336  12.991  12.340  0.607
C  7.524  12.431  13.593  -0.673
C  7.971  13.259  14.588  -0.318
C  8.166  14.632  14.417  -0.696
C  7.985  15.160  13.144  -0.079
C  7.511  14.386  12.082  -0.449
H  7.394  11.368  13.805  0.375
H  8.333  12.846  15.525  0.332
H  8.656  15.240  15.180  0.344
H  8.331  16.162  12.953  0.394
H  7.431  14.784  11.044  0.268

Atoms 1-3, force components in eV/Å:
-0.209 -1.291 -0.353
0.033 0.904 -0.693
1.387 -0.432 0.395

Results
F_max: 0.10652 hartree/bohr
E_HOMO (spin up / spin down): -5.714 / -8.285 eV
energy: -6367.44977 Eh
spin multiplicity: 5
frontier orbital gap (spin up / spin down): 6.08 / 5.56 eV

# 2
C25H30CaO10P3SSi as an isolated structure at a distorted geometry, computed with wB97M-V/def2-TZVPD.

Last column: Mulliken charge in e.
Cartesian coordinates (Å):
Ca  0.716  -0.102  0.101  2.157
O  -1.625  -0.771  0.389  -0.684
S  -1.726  -1.363  -0.947  1.687
O  -1.908  -2.787  -0.991  -0.828
O  -0.561  -0.902  -1.748  -0.930
C  -3.153  -0.614  -1.712  -0.161
C  -4.121  -1.469  -2.220  -0.524
C  -5.255  -0.948  -2.823  -0.598
C  -5.412  0.427  -2.915  -0.813
C  -4.439  1.272  -2.403  -0.084
C  -3.291  0.775  -1.788  -0.363
P  -2.011  1.920  -1.077  1.282
C  -1.955  3.204  -2.379  -0.114
C  -1.961  2.840  -3.727  -0.585
C  -1.747  3.786  -4.718  -0.684
C  -1.506  5.111  -4.380  -0.453
C  -1.471  5.479  -3.044  -0.659
C  -1.690  4.533  -2.052  -0.163
C  -2.999  2.712  0.251  0.499
C  -4.048  3.608  0.045  0.093
C  -4.754  4.126  1.119  -0.731
C  -4.423  3.749  2.415  -0.514
C  -3.381  2.862  2.630  -0.741
C  -2.666  2.352  1.554  -0.207
H  -3.968  -2.535  -2.133  0.587
H  -6.010  -1.616  -3.218  0.381
H  -6.293  0.846  -3.385  0.410
H  -4.571  2.343  -2.493  0.242
H  -2.134  1.807  -4.004  0.441
H  -1.760  3.483  -5.758  0.390
H  -1.333  5.848  -5.154  0.365
H  -1.263  6.505  -2.766  0.399
H  -1.640  4.831  -1.012  0.270
H  -4.308  3.916  -0.961  0.207
H  -5.562  4.826  0.945  0.384
H  -4.973  4.157  3.254  0.361
H  -3.105  2.577  3.637  0.445
H  -1.829  1.688  1.725  0.227
C  4.910  -2.708  -0.760  -1.903
C  3.852  -2.221  0.213  0.983
O  4.123  -2.803  1.507  -0.618
P  2.198  -2.890  -0.161  1.086
O  1.821  -2.752  -1.680  -0.574
O  2.372  -4.469  -0.045  -0.553
O  1.198  -2.303  0.767  -0.837
P  3.871  -0.358  0.254  0.974
O  3.171  -0.139  1.721  -0.573
O  5.265  0.110  0.202  -0.799
O  2.832  0.070  -0.757  -0.820
H  4.903  -3.797  -0.830  0.419
H  5.883  -2.364  -0.413  0.400
H  4.729  -2.289  -1.751  0.402
H  3.746  -2.205  2.168  0.380
H  1.042  -2.203  -1.900  0.509
H  2.781  -4.687  0.805  0.378
H  2.795  0.754  1.829  0.252
C  0.991  6.110  0.190  -0.927
Si  0.692  5.139  1.780  0.123
C  1.973  5.659  3.051  -1.064
C  -1.019  5.569  2.429  -0.652
C  0.787  3.355  1.472  -0.337
C  0.730  2.137  1.317  -0.565
H  1.522  7.045  0.392  0.397
H  0.049  6.363  -0.302  0.133
H  1.587  5.524  -0.511  0.312
H  1.899  6.728  3.268  0.295
H  2.981  5.453  2.685  0.288
H  1.837  5.107  3.983  0.280
H  -1.118  6.642  2.615  0.352
H  -1.223  5.037  3.360  0.257
H  -1.787  5.272  1.709  0.017

Atoms 1-3, force components in eV/Å:
-0.266 1.007 0.481
0.025 -0.027 0.123
-0.135 -0.238 -0.121

Results
F_max: 0.02232 hartree/bohr
E_HOMO: -5.928 eV
energy: -4112.88422 Eh
spin multiplicity: 1
charge: -1
frontier orbital gap: 8.40 eV

# 3
C40H43AsF3IrN3O6S as an isolated structure at a distorted geometry, computed with wB97M-V/def2-TZVPD.

Last column: Mulliken charge in e.
Cartesian coordinates (Å):
Ir  -0.446  -0.567  0.294  3.126
O  -1.388  -2.376  -0.435  -0.394
O  -1.579  -2.755  -1.727  -0.422
C  4.513  1.786  -4.606  -1.615
C  3.095  1.662  -4.165  0.257
C  2.238  2.757  -4.142  -0.922
C  0.932  2.644  -3.692  -0.026
C  0.032  3.845  -3.710  -1.761
C  0.468  1.401  -3.242  1.545
As  -1.391  1.393  -2.533  0.510
N  -1.050  1.071  -0.720  -0.642
C  -1.409  2.049  0.161  1.568
C  -0.924  2.007  1.493  -0.901
C  -1.350  2.918  2.432  -0.814
C  -2.234  3.935  2.089  -0.645
C  -2.692  4.023  0.779  -1.070
C  -2.295  3.102  -0.163  -0.353
C  -2.255  -0.254  -3.083  1.272
C  -3.020  -0.923  -2.140  -1.303
C  -3.802  -0.309  -1.050  -1.177
C  -2.908  -2.418  -2.199  0.211
C  -2.984  -2.907  -3.614  -0.215
C  -3.497  -4.273  -3.854  -1.682
C  -2.538  -2.089  -4.617  -0.270
C  -2.081  -0.776  -4.383  0.690
C  -1.520  0.046  -5.492  -1.509
C  1.296  0.276  -3.283  0.341
C  0.838  -1.087  -2.881  -1.192
C  2.596  0.434  -3.752  -0.856
H  4.639  2.611  -5.300  0.471
H  4.853  0.869  -5.076  0.406
H  5.158  1.974  -3.747  0.230
H  2.592  3.713  -4.497  0.502
H  0.550  4.715  -4.104  0.482
H  -0.325  4.082  -2.702  0.327
H  -0.836  3.651  -4.347  0.330
H  -0.198  1.248  1.782  0.581
H  -0.985  2.845  3.444  0.511
H  -2.555  4.651  2.826  0.472
H  -3.376  4.808  0.501  0.457
H  -2.696  3.157  -1.173  0.613
H  -3.858  0.775  -1.164  0.242
H  -3.379  -0.561  -0.068  0.202
H  -4.818  -0.713  -1.052  0.484
H  -3.637  -2.902  -1.537  0.927
H  -4.264  -4.549  -3.134  0.390
H  -2.677  -4.986  -3.737  0.326
H  -3.886  -4.378  -4.863  0.474
H  -2.523  -2.468  -5.629  0.577
H  -1.971  -0.252  -6.437  0.569
H  -0.439  -0.084  -5.593  0.249
H  -1.722  1.109  -5.319  0.302
H  0.252  -1.557  -3.671  0.366
H  0.216  -1.041  -1.980  -0.354
H  1.687  -1.737  -2.681  0.614
H  3.232  -0.436  -3.806  0.534
F  5.756  -1.080  -2.514  -0.227
C  5.789  -0.615  -1.252  0.628
F  6.511  -1.464  -0.531  -0.246
F  6.420  0.557  -1.285  -0.263
C  4.373  -0.485  -0.725  0.409
C  3.729  0.744  -0.688  -0.749
C  2.408  0.780  -0.275  -0.451
N  1.738  -0.315  0.081  0.063
C  2.370  -1.493  0.076  -0.352
C  3.689  -1.626  -0.319  -1.175
H  4.238  1.654  -0.966  0.623
H  1.875  1.722  -0.231  0.433
H  1.803  -2.358  0.392  0.600
H  4.169  -2.593  -0.315  0.546
C  -0.720  2.982  6.933  -1.660
C  -0.232  1.629  6.535  0.747
C  0.716  1.473  5.526  -0.500
C  1.173  0.215  5.168  -0.780
C  0.689  -0.885  5.847  -0.024
C  -0.264  -0.770  6.839  -0.483
C  -0.722  0.491  7.179  -0.733
S  1.376  -2.506  5.472  1.284
O  1.183  -3.358  6.591  -0.675
O  2.639  -2.347  4.829  -0.700
N  0.340  -3.022  4.254  -0.209
C  -1.065  -3.210  4.441  -0.452
C  -1.853  -3.097  3.131  -1.002
C  -1.349  -1.987  2.236  0.834
O  -2.077  -1.035  1.891  -0.646
O  -0.158  -2.033  1.804  -0.878
H  -0.046  3.761  6.588  0.365
H  -0.808  3.046  8.015  0.499
H  -1.711  3.170  6.517  0.294
H  1.122  2.344  5.032  0.532
H  1.929  0.078  4.412  0.648
H  -0.591  -1.647  7.376  0.566
H  -1.446  0.597  7.971  0.468
H  0.636  -2.837  3.301  0.339
H  -1.429  -2.476  5.172  0.224
H  -1.231  -4.203  4.884  0.320
H  -2.911  -2.936  3.342  0.407
H  -1.743  -4.025  2.560  0.346

Atoms 1-3, force components in eV/Å:
0.813 -2.360 1.074
0.212 0.929 1.170
0.277 -0.291 -1.219

Results
F_max: 0.05284 hartree/bohr
E_HOMO (spin up / spin down): -12.927 / -12.926 eV
energy: -5202.83664 Eh
spin multiplicity: 6
charge: +2
frontier orbital gap (spin up / spin down): 6.50 / 3.92 eV

# 4
C28H24CuN6O3S2 as an isolated structure, computed with wB97M-V/def2-TZVPD.

Last column: Mulliken charge in e.
Cartesian coordinates (Å):
Cu  0.968  -1.348  0.129  -0.352
C  -0.390  3.913  -6.040  -0.867
O  0.758  3.269  -5.532  -0.441
C  1.345  3.820  -4.430  0.958
C  2.433  3.120  -3.906  -0.711
C  3.083  3.579  -2.781  -0.013
C  2.664  4.758  -2.159  -0.158
C  1.620  5.474  -2.716  -0.504
C  0.939  5.006  -3.836  -0.395
N  3.357  5.362  -1.056  -0.501
N  3.759  4.706  -0.077  -0.602
C  3.423  3.342  0.133  -0.094
C  4.463  2.518  0.519  -0.221
C  4.333  1.140  0.653  -1.041
C  3.095  0.505  0.455  1.268
O  2.903  -0.746  0.548  -0.842
C  1.966  1.392  0.176  0.361
N  0.762  0.777  0.103  -0.582
C  -0.324  1.491  -0.079  -0.217
C  -0.281  2.892  -0.176  -0.990
C  0.924  3.534  -0.116  -0.578
C  2.115  2.787  0.033  0.953
H  -0.732  3.310  -6.877  0.237
H  -0.160  4.922  -6.394  0.337
H  -1.181  3.968  -5.287  0.349
H  2.741  2.204  -4.392  0.425
H  3.911  3.015  -2.373  0.403
H  1.330  6.411  -2.256  0.423
H  0.111  5.578  -4.230  0.375
H  5.432  2.983  0.669  0.359
H  5.185  0.528  0.918  0.412
H  -1.255  0.938  -0.109  0.490
H  -1.203  3.448  -0.284  0.422
H  0.969  4.613  -0.161  0.573
O  -1.644  -1.064  0.938  -0.828
N  -2.321  -2.072  0.431  0.499
C  -3.673  -1.993  0.481  -0.098
C  -4.485  -2.997  0.035  -0.880
C  -3.885  -4.147  -0.487  -0.182
C  -2.520  -4.210  -0.554  -0.959
C  -1.689  -3.158  -0.111  0.730
S  0.014  -3.295  -0.229  -0.221
H  -4.025  -1.073  0.921  0.446
H  -5.557  -2.887  0.107  0.403
H  -4.488  -4.976  -0.833  0.376
H  -2.018  -5.078  -0.954  0.421
N  1.017  -0.997  3.315  -0.332
C  0.471  -2.142  3.795  0.325
S  1.230  -3.008  5.013  -0.446
N  -0.727  -2.431  3.246  0.190
C  -1.475  -3.621  3.374  -0.132
C  -0.886  -4.881  3.348  -0.258
C  -1.687  -6.011  3.384  -0.645
C  -3.072  -5.902  3.427  -0.481
C  -3.656  -4.645  3.438  -0.568
C  -2.860  -3.509  3.420  -0.095
H  1.995  -0.865  3.509  0.309
H  0.693  -0.633  2.427  0.129
H  -1.056  -1.809  2.495  0.060
H  0.188  -4.961  3.291  0.446
H  -1.222  -6.989  3.360  0.353
H  -3.688  -6.792  3.446  0.382
H  -4.734  -4.543  3.465  0.380
H  -3.302  -2.520  3.434  0.442

Atoms 1-3, force components in eV/Å:
-0.077 0.034 -0.043
0.000 0.000 -0.001
-0.001 0.000 -0.002

Results
F_max: 0.00183 hartree/bohr
E_HOMO: -4.467 eV
energy: -4072.57258 Eh
spin multiplicity: 1
charge: -1
frontier orbital gap: 6.78 eV